2 unconnected molecules or ions with the total composition C5H8N2. Source: the OMol25 dataset; level of theory: ωB97M-V/def2-TZVPD.

## Properties
* SMILES: [H]/N=C\C(=C)C#N.C
* F_max: 4.5 eV/Å
* DFT total energy: -304.73579 Eh

```
! wB97M-V def2-TZVPD RIJCOSX def2/J DEFGRID3
* xyz 0 1
H 1.127 -2.061 -0.536
N 0.620 -1.522 -1.114
C 0.649 -0.277 -0.898
C 1.437 0.505 0.057
C 1.351 1.866 -0.152
C 2.488 -0.153 0.722
N 3.355 -0.789 1.117
H -0.008 0.303 -1.583
H 0.663 2.427 -0.777
H 1.919 2.682 0.407
C -2.754 -0.552 0.555
H -1.785 -0.351 0.670
H -3.335 -0.091 1.348
H -2.656 -1.698 0.658
H -3.069 -0.289 -0.473
*
```

natural (NBO) atomic charge list, values in e, 6 entries:
1. H 0.332
2. N -0.567
3. C 0.114
4. C -0.243
5. C -0.231
6. C 0.252



A molecular structure, C32H24N3NaPS2. Source: the OMol25 dataset; level of theory: ωB97M-V/def2-TZVPD.

## Properties
* F_max: 0.7 eV/Å
* DFT total energy: -2698.23264 Eh

```
! wB97M-V def2-TZVPD RIJCOSX def2/J DEFGRID3
* xyz -1 1
Na -0.435 0.723 -0.169
N -0.539 -0.973 -1.937
C 0.586 -1.585 -2.516
C 0.475 -2.153 -3.789
C 1.554 -2.767 -4.394
C 2.772 -2.841 -3.732
C 2.890 -2.258 -2.482
C 1.828 -1.606 -1.854
P 2.100 -0.615 -0.317
C 3.637 0.279 -0.957
C 3.394 1.516 -1.552
C 4.423 2.311 -2.039
C 5.738 1.887 -1.922
C 6.005 0.663 -1.324
C 4.967 -0.127 -0.850
C 2.988 -1.708 0.841
C 3.644 -1.078 1.901
C 4.278 -1.819 2.886
C 4.271 -3.207 2.822
C 3.623 -3.840 1.772
C 2.981 -3.095 0.792
H -1.386 -1.100 -2.475
H -0.681 -1.338 -0.987
H -0.483 -2.113 -4.294
H 1.443 -3.200 -5.382
H 3.624 -3.330 -4.186
H 3.849 -2.283 -1.978
H 2.371 1.870 -1.644
H 4.194 3.266 -2.497
H 6.548 2.506 -2.287
H 7.028 0.318 -1.225
H 5.206 -1.077 -0.385
H 3.655 0.005 1.958
H 4.775 -1.309 3.702
H 4.761 -3.791 3.591
H 3.602 -4.922 1.719
H 2.459 -3.598 -0.012
S 0.604 -0.036 4.448
C 0.955 1.634 4.191
C 1.321 2.617 5.107
C 1.564 3.892 4.637
C 1.449 4.187 3.273
C 1.083 3.213 2.367
C 0.823 1.922 2.830
N 0.451 0.853 2.031
C 0.286 -0.229 2.731
C -0.118 -1.558 2.217
C -0.687 -2.440 3.147
C -1.117 -3.693 2.754
C -0.973 -4.063 1.424
C -0.385 -3.181 0.528
C 0.079 -1.899 0.863
H 1.415 2.387 6.160
H 1.848 4.673 5.331
H 1.649 5.192 2.925
H 1.002 3.433 1.310
H -0.826 -2.147 4.183
H -1.569 -4.364 3.475
H -1.323 -5.034 1.089
H -0.268 -3.527 -0.502
S -3.075 0.573 -0.231
C -4.290 1.623 0.263
N -5.143 2.333 0.602
*
```

natural (NBO) atomic charge list, values in e, 6 entries:
1. Na 0.876
2. N -0.878
3. C 0.187
4. C -0.257
5. C -0.194
6. C -0.261



Q: The lowest DFT total energy belongs to which entry?
A: C32H24N3NaPS2



Q: What is the F_max in the first record?
A: 4.5 eV/Å



Q: The lowest DFT total energy belongs to which entry?
A: C32H24N3NaPS2